This record from the OMol25 dataset describes a cluster of 2 separate species, C12H23ClFN2O in total. The level of theory is ωB97M-V with the def2-TZVPD basis set.

* largest force on an atom: 0.0744 Eh/bohr
* net charge: +1
* HOMO energy: -11.5 eV
* gap between HOMO and LUMO: 7.33 eV

Structure (XYZ):
```
40
Properties=species:S:1:pos:R:3:forces:R:3:mulliken_charge:R:1
C 1.74257 -1.91697 1.02720 -0.5035 0.9004 1.6402 -0.88
C 1.29758 -0.68882 1.92802 -0.1575 -0.5446 -1.8306 0.06
Cl 2.14316 -0.63340 3.54009 -0.4192 0.0917 -0.8167 -0.18
C 1.50983 0.65246 1.09778 -0.4952 -0.3768 0.8991 -0.71
C 0.53068 1.72013 1.70569 1.1352 -0.8746 0.9383 0.24
C -1.02701 1.48238 1.57879 2.8473 2.5541 -0.0018 -0.28
N -1.55100 2.65174 1.80659 -1.2134 -1.3364 0.0009 0.21
C -3.02282 2.91307 1.84350 -0.6033 -0.6856 0.5912 -0.44
C -3.85894 1.74462 1.21058 -0.0067 0.7376 0.5053 -0.51
F -3.50638 1.52003 -0.12503 0.0454 0.0855 0.9423 -0.27
C -0.60393 3.77664 2.04740 0.7350 1.3499 -2.7719 -0.64
C 0.84407 3.26139 1.56198 -2.5768 -0.1715 1.3984 -0.69
H 2.85397 -1.87948 0.96418 -0.8942 -0.4248 -0.2550 0.32
H 1.25932 -1.80478 0.03465 0.6151 -0.1137 0.7899 0.03
H 1.34540 -2.83318 1.52625 0.7401 0.4956 -0.4776 0.37
H 0.20721 -0.85749 2.15198 0.9861 0.4182 -0.0089 0.25
H 2.57564 0.99402 1.19693 -1.0639 -0.2334 0.0398 0.36
H 1.34659 0.43067 0.01498 -0.0795 0.2766 0.8322 0.31
H 0.65849 1.57946 2.82567 -0.1014 -0.1343 -0.8877 0.17
H -1.51988 0.51542 1.35582 0.0517 1.0424 0.1848 0.43
H -3.25757 3.91054 1.40545 0.4147 -0.8421 0.1445 0.38
H -3.31063 2.92956 2.93380 0.2009 0.1885 -1.0218 0.31
H -4.93017 2.05800 1.23882 0.8144 -0.3587 0.0169 0.34
H -3.72033 0.81268 1.82242 -0.1740 0.6930 -0.7864 0.37
H -0.86544 4.50569 1.22996 -0.2414 -0.2649 1.2278 0.36
H -0.66757 4.30256 3.02754 -0.1815 -0.9979 -0.5390 0.38
H 1.05060 3.66914 0.54670 0.0327 -0.6222 0.8054 0.34
H 1.51098 3.67253 2.35777 0.0799 -0.8235 -1.0789 0.32
C 1.15177 -2.22344 -2.54503 0.0121 -0.3707 -0.4839 0.23
O 2.12750 -2.22988 -1.81560 0.0274 -0.0295 -0.3340 -0.65
N 0.92427 -3.10170 -3.54676 -0.1573 0.4936 0.3725 0.10
C -0.26303 -3.03272 -4.37643 0.1988 -0.1911 -0.0239 -0.90
C 1.90171 -4.14661 -3.79801 0.1775 0.0969 0.2071 -0.94
H 0.35078 -1.47234 -2.43892 -0.1003 0.0035 -0.0699 0.22
H -0.82260 -3.96584 -4.28177 -0.0955 0.0845 -0.1154 0.34
H 0.03375 -2.89170 -5.41781 -0.1715 -0.0050 -0.0137 0.34
H -0.90076 -2.20289 -4.07270 0.0836 -0.0254 0.0309 0.29
H 2.01442 -4.75902 -2.90154 0.0919 -0.0409 -0.1025 0.30
H 2.86571 -3.69096 -4.03115 0.0093 -0.1428 0.0068 0.30
H 1.58206 -4.77154 -4.62978 -0.0631 0.0986 0.0453 0.39
```
Forces are in eV/Å.